No. 1
123
Properties=species:S:1:pos:R:3:forces:R:3:lowdin_charge:R:1 method="wB97M-V/def2-TZVPD" de_lowest_kcal_mol=14.3 homo_ev=-9.73 total_energy_ha=-3021.3797 smiles="C[C@H]1COC(=O)O1.C[C@H]1COC(=O)O1.C[C@H]1COC(=O)O1.COC(=O)OC.COC(=O)OC.COC(=O)OC.CCCC#N.CCCC#N.CCCC#N.CCCC#N"
C -6.2923 -3.8672 1.7465 -1.8075 -0.8332 -0.5773 -0.0333
C -6.1823 -2.7842 2.7245 0.9557 0.3455 1.0810 -0.3337
C -5.1583 -3.1542 3.8155 0.3325 2.1742 0.2697 -0.0146
O -3.9603 -2.5192 3.2215 0.6348 -2.4797 2.5956 0.0639
C -4.2413 -1.6972 2.2645 -0.6676 0.8921 -1.3236 -0.6233
O -3.4413 -1.0352 1.6785 -0.1178 0.3592 -0.1164 0.1477
O -5.5603 -1.7202 2.0095 -0.1857 1.1193 -0.0283 0.0822
H -6.7713 -4.7132 2.2125 0.1435 -0.7111 0.1756 0.0897
H -5.3823 -4.1382 1.2115 0.0913 0.1041 0.2950 0.0896
H -7.0413 -3.5152 1.0625 -0.1621 -0.0340 -0.9844 0.0879
H -7.1043 -2.3622 3.1625 0.1996 -0.6203 -0.4092 0.1650
H -5.0143 -4.2372 3.9925 0.1208 0.7774 -0.2431 0.1469
H -5.3473 -2.5742 4.7655 0.2536 -0.9488 -0.8294 0.1290
C 1.2947 -1.3282 -7.0425 0.5524 1.4562 -0.8037 0.0095
C 2.4127 -0.7452 -6.2375 0.0791 1.6119 -1.7579 -0.3594
C 1.9417 0.3958 -5.3945 -0.8216 1.4489 -1.9473 -0.1291
O 2.1517 0.0108 -4.1055 0.0703 -0.0130 2.7854 0.0740
C 2.6887 -1.2002 -4.0585 0.4486 -1.9035 3.1778 -0.5191
O 2.9377 -1.8252 -3.0065 -0.6174 1.9119 -3.5449 0.0953
O 2.8657 -1.6242 -5.3045 1.5556 -3.1049 1.6250 0.1196
H 1.6867 -1.9992 -7.7335 0.7183 -1.3721 -1.3617 0.0646
H 0.8157 -0.5292 -7.6495 -0.1453 -0.5476 0.7292 0.1182
H 0.6887 -1.8982 -6.3945 -1.3297 -0.1985 0.6882 0.0699
H 3.2707 -0.4032 -6.8385 -0.3063 -0.3924 -0.1281 0.1678
H 0.8857 0.5338 -5.5885 -0.3090 0.4479 0.2902 0.1251
H 2.5107 1.2768 -5.6305 -0.0249 0.6830 0.1878 0.1112
C 4.3407 -0.2882 2.6135 -1.1188 -0.1693 -1.1587 -0.0034
C 3.1557 0.4128 3.3435 1.0363 -0.6211 0.1267 -0.2751
C 2.3247 -0.5222 4.2145 -1.0764 -1.2520 -1.9840 -0.1318
O 2.2957 -0.0292 5.5215 0.5363 0.1607 0.0289 0.0953
C 3.2367 0.9288 5.5495 1.2713 -0.5511 2.1923 -0.6125
O 3.7657 1.3648 6.5185 -0.6778 0.5018 1.1943 0.1659
O 3.7207 1.1998 4.3785 0.6104 1.6171 -2.4195 0.0991
H 4.8607 0.3688 1.8535 -0.3998 -0.4886 1.2544 0.0824
H 3.9057 -1.1212 1.9955 0.4237 0.5946 0.6713 0.0797
H 5.0137 -0.7222 3.3685 -0.0749 0.3172 -0.4037 0.0981
H 2.5437 1.0138 2.6695 0.1034 0.1711 0.0403 0.1384
H 2.7067 -1.5272 4.0485 0.3053 -0.3207 0.9857 0.1397
H 1.3147 -0.5822 3.8905 -0.9069 0.0950 -0.4040 0.0867
C -4.9593 -2.1772 7.7655 0.5729 2.4497 0.4450 -0.0388
O -3.8723 -2.4002 6.8645 1.6514 0.4198 -0.7168 -0.0289
C -2.8033 -1.5982 6.9575 0.7887 6.9392 4.8387 -0.3907
O -2.7203 -0.4222 7.7785 -1.0338 -7.3375 -4.6813 -0.0808
O -1.7623 -1.9542 6.2365 -2.6715 -1.3464 0.1458 -0.0086
C -0.5103 -1.3802 6.4615 1.5399 0.9279 -0.1827 -0.0604
H -5.8053 -2.7352 7.4205 -0.0536 -0.8656 0.1842 0.0831
H -5.2653 -1.1152 7.7355 0.2437 -0.3131 -0.2369 0.1012
H -4.5773 -2.2792 8.7825 -0.4785 -0.7078 -0.0346 0.1037
H -0.3913 -0.4452 5.9165 -0.3294 0.1805 0.1789 0.0631
H 0.1967 -2.0712 6.0145 0.0859 -0.2445 0.1093 0.0910
H -0.2703 -1.2232 7.5115 -0.3193 -0.0632 -0.0106 0.1093
C -3.0533 2.3288 -6.2425 0.5088 2.8314 0.1846 -0.0511
O -2.1873 1.3698 -5.7195 1.3350 -1.4575 0.5351 0.0099
C -2.2293 1.0858 -4.4425 -4.3721 3.2871 5.9550 -0.3704
O -3.0793 1.8078 -3.4855 5.4166 -4.4829 -5.8906 -0.0979
O -1.4333 0.0528 -4.1145 -0.7469 1.1776 -1.4065 -0.0241
C -1.0653 -0.1032 -2.7435 -0.3201 -0.0021 1.2618 -0.0457
H -4.0313 1.9748 -6.2185 -1.7201 -0.6477 -0.1585 0.0795
H -2.7553 2.6808 -7.2405 0.1970 -0.9372 0.2170 0.1060
H -3.0193 3.2478 -5.6365 -0.0599 -0.4337 0.1152 0.1054
H -0.1693 -0.7542 -2.6315 -0.9065 0.2331 -0.5860 0.0888
H -1.9203 -0.4382 -2.1205 0.5198 -0.0502 -0.5440 0.1124
H -0.8003 0.8698 -2.3805 0.2653 0.5249 0.3425 0.0702
C -0.9803 -2.2402 2.8535 -1.2917 -0.0234 1.9449 -0.0514
O 0.3397 -2.1952 2.3895 2.5362 -0.3293 -1.4867 -0.0053
C 0.5257 -1.7062 1.1695 -6.3867 1.7767 -3.5204 -0.4282
O -0.5653 -1.4052 0.3835 6.3380 -1.3547 3.7535 -0.0400
O 1.7897 -1.4952 0.8495 -0.9009 -0.1328 0.6522 -0.0013
C 2.1577 -0.5882 -0.2145 -0.1687 -0.9565 -1.4802 -0.0256
H -1.2353 -1.2132 3.0315 -0.6783 0.4775 0.0191 0.0739
H -1.0573 -2.7432 3.8685 0.6181 0.2527 -1.4545 0.1178
H -1.6733 -2.6632 2.1505 0.0179 -0.2286 -0.2836 0.0752
H 1.4877 -0.5542 -1.1115 0.4886 -0.8057 0.9532 0.0907
H 3.1657 -0.9322 -0.4735 -0.4456 0.2308 -0.2163 0.0853
H 2.1787 0.4228 0.0955 0.0765 1.0209 0.9894 0.0501
C -1.8503 3.0778 -0.1655 -0.3278 -0.7173 -0.9342 -0.0935
C -1.8703 2.5418 1.2745 0.9471 2.2305 -1.1406 -0.2261
C -0.5343 1.8688 1.6435 0.6204 2.1392 1.2003 -0.1751
C -0.6393 1.6108 3.0835 -0.2797 -1.2750 5.5050 -0.1998
N -0.7723 1.4588 4.2695 0.7215 0.6613 -5.6221 0.1720
H -2.7473 3.6828 -0.4465 0.5012 -0.8157 0.3141 0.0913
H -1.7203 2.2248 -0.8675 -0.4674 0.5957 0.2027 0.0612
H -0.9983 3.7178 -0.3905 0.1518 0.1042 0.4068 0.0296
H -2.6693 1.8668 1.4375 -0.7643 -0.8152 0.0618 0.0945
H -2.0723 3.4468 1.8715 0.3152 -0.5901 0.4344 0.1175
H 0.3997 2.5298 1.5345 -1.4841 -0.5961 -0.0852 0.1231
H -0.3413 1.0018 1.0625 -0.0748 -1.0695 -0.3946 0.0782
C 3.9467 6.0008 -0.9955 -1.6109 0.1852 -0.0330 -0.0753
C 2.4577 6.2638 -0.6635 0.6878 1.9936 -2.3307 -0.2669
C 1.6927 5.2178 0.0705 -1.9287 -0.0133 1.8289 -0.1966
C 1.6247 3.8788 -0.5705 0.7411 -1.4542 -0.3575 -0.2022
N 1.5837 2.8178 -1.0575 0.1051 2.0784 0.9120 0.1893
H 4.1007 5.2668 -1.7475 -0.0743 -1.1795 -0.3504 0.0367
H 4.4677 5.7928 -0.1005 0.7695 -0.5142 0.9270 0.0677
H 4.4037 6.8468 -1.4425 0.2257 1.2126 -0.1770 0.0647
H 1.8897 6.5448 -1.5775 0.4546 -0.8038 -0.0246 0.1211
H 2.4297 7.2848 -0.2475 -0.1704 -0.7200 1.0382 0.1160
H 0.6007 5.5198 0.0985 1.0447 -0.1295 0.0259 0.1313
H 1.9707 5.2088 1.1795 -0.0998 -0.6703 -1.5034 0.1491
C -1.1243 -3.4572 -4.4685 -0.3323 0.7080 0.3666 -0.1123
C -2.1773 -3.5292 -3.3665 0.0842 1.4030 0.0016 -0.2218
C -1.5283 -3.5452 -1.9445 0.2645 1.3335 -1.0351 -0.1828
C -2.3813 -4.2382 -1.0315 0.1314 -0.1028 0.0467 -0.2404
N -3.1393 -4.8282 -0.4155 -0.6210 -0.4198 0.7438 0.1542
H -0.4883 -4.2992 -4.4575 0.5226 -1.3455 -0.1483 0.0616
H -0.4153 -2.6272 -4.4185 -0.4133 0.3760 0.3044 0.0527
H -1.6613 -3.3852 -5.3945 0.0364 -0.0609 -0.7450 0.0717
H -2.7933 -4.4182 -3.5145 0.0623 0.0711 0.0610 0.1069
H -2.8453 -2.6222 -3.5165 0.5736 -1.0953 0.5821 0.1253
H -1.3473 -2.5212 -1.5685 -0.2374 -0.4594 -0.0881 0.0758
H -0.5263 -3.9702 -1.9975 -0.0874 -0.4163 0.1001 0.1254
C 5.6547 0.2798 -1.3355 -0.9280 0.5521 -0.8365 -0.0760
C 4.7077 0.9828 -2.3485 0.4542 -0.8347 -0.0771 -0.2253
C 4.8367 2.5198 -2.5045 0.6055 0.1164 0.4746 -0.1819
C 4.2547 3.0138 -3.7305 -0.8167 0.0275 -1.1312 -0.2424
N 3.7497 3.3788 -4.7015 0.3439 -0.1639 0.4770 0.1522
H 5.6427 -0.8302 -1.3665 -0.2136 0.8318 -0.1044 0.0947
H 5.4307 0.6528 -0.3655 -0.2532 -0.0377 1.1224 0.0365
H 6.6217 0.6538 -1.5485 1.3550 -0.0368 -0.2136 0.0553
H 3.6797 0.7988 -2.0735 -0.3508 -0.1200 -0.0625 0.0678
H 4.8787 0.4568 -3.2955 -0.1460 0.4759 -0.1029 0.1098
H 5.8417 2.9718 -2.4745 0.0460 -0.6761 0.1027 0.1304
H 4.2927 3.0428 -1.7215 -0.0939 -0.2000 0.3537 0.0798



No. 2
42
Properties=species:S:1:pos:R:3:forces:R:3:mulliken_spin:R:1 method="wB97M-V/def2-TZVPD" de_lowest_kcal_mol=65.9 homo_ev="-12.01 / -12.01" total_energy_ha=-809.6497 total_charge=+1 multiplicity=2
C -8.7790 -23.6971 -15.0497 -1.0196 -0.8785 -1.3448 0.0030
O -9.9448 -23.0598 -15.5514 0.1510 -0.4670 -0.0292 0.2667
H -8.8146 -24.7240 -15.4133 -0.0502 -0.1169 0.1617 0.0066
H -7.9349 -23.2304 -15.5574 0.5155 0.1853 0.9653 0.0061
H -8.8802 -23.7378 -13.9652 0.8005 0.3522 0.2320 0.0310
H -9.7434 -22.1284 -15.4347 -0.4609 1.0315 0.2527 -0.0006
C -9.6650 -19.9207 -16.2771 -0.4950 -0.1685 0.0304 -0.0060
O -9.6620 -20.3431 -14.8982 1.0711 0.1763 -1.2545 0.0531
H -10.4348 -20.4725 -16.8167 -0.2626 -0.0482 -0.1201 0.0109
H -9.8541 -18.8620 -16.4545 -0.0685 0.1229 0.4800 0.0028
H -8.7331 -20.1493 -16.7943 0.2613 -0.1710 0.5800 0.0047
H -10.3805 -19.9317 -14.4124 -0.5221 -0.1149 0.1237 -0.0008
C -6.6269 -19.6072 -19.6648 0.5092 1.0729 -2.9395 -0.0001
O -6.6056 -19.9097 -18.3335 -0.2510 -0.4234 2.0482 0.0016
H -6.6239 -18.5265 -19.8069 -0.2749 0.1276 0.2890 0.0004
H -5.7174 -19.9185 -20.1786 0.1039 -0.3572 0.0051 -0.0004
H -7.4723 -20.0002 -20.2297 -0.1593 -0.1433 0.2567 0.0001
H -6.6602 -20.8644 -18.2494 0.0715 -0.0308 0.3263 -0.0002
C -13.2051 -19.7021 -14.4666 -1.3439 0.1996 0.4329 -0.0001
O -12.4074 -20.5373 -13.7030 2.1461 -1.1526 0.3847 0.0004
H -13.6360 -20.2208 -15.3230 -0.0180 0.2067 -0.1703 0.0001
H -13.9790 -19.4508 -13.7413 -0.6299 0.8929 -0.7609 0.0002
H -12.6405 -18.8241 -14.7808 -0.0782 -0.0138 0.0274 0.0001
H -12.7412 -21.4371 -13.7263 -0.0017 0.0165 0.0217 0.0002
C -11.7496 -18.0630 -11.1260 -0.1892 0.0197 0.0920 0.0000
O -10.7675 -17.2150 -10.5781 0.0048 0.1470 0.5130 0.0000
H -12.1752 -18.7026 -10.3528 0.1981 -0.5169 -0.0797 0.0000
H -12.5931 -17.4554 -11.4537 -0.0609 -0.1256 -0.7312 0.0000
H -11.2544 -18.6422 -11.9054 -0.5030 -0.0356 -0.0690 0.0000
H -11.1992 -16.9228 -9.7720 0.5449 0.4970 0.2599 0.0000
C -8.9497 -22.7106 -19.7709 -0.3039 0.0696 -0.3035 -0.0011
O -7.6268 -23.0413 -20.1280 0.4639 0.0315 0.0015 0.0005
H -9.4939 -22.6668 -20.7143 -0.1064 0.0755 0.1540 0.0001
H -9.4388 -23.4448 -19.1307 0.1170 -0.1670 0.0827 0.0007
H -9.0070 -21.7361 -19.2861 -0.0982 0.2247 0.0634 0.0003
H -7.0428 -22.9809 -19.3684 -0.0641 -0.2605 0.0640 0.0001
C -4.7920 -17.3193 -17.1972 -1.2672 -0.3431 0.2739 0.0144
O -6.1219 -17.7275 -16.7475 1.7843 2.2808 0.6219 0.5297
H -4.4567 -16.3534 -16.8193 -0.8251 0.0347 0.3027 0.0079
H -4.1390 -18.0496 -16.7192 0.4120 -0.4872 -0.2118 0.0628
H -4.7244 -17.3265 -18.2850 0.0238 -0.4212 0.0117 0.0131
H -6.4502 -18.4865 -17.2351 -0.1251 -1.3215 -1.0439 -0.0078



No. 3
19
Properties=species:S:1:pos:R:3:forces:R:3:mulliken_spin:R:1 method="wB97M-V/def2-TZVPD" de_lowest_kcal_mol=61.5 homo_ev="-15.28 / -15.31" total_energy_ha=-306.8532 total_charge=+1 multiplicity=2
C -1.0331 1.4854 1.0323 -0.5740 0.1254 -0.5660 0.0017
C 0.0431 1.5742 -0.0172 1.3861 0.3434 -1.6671 0.0023
C -0.2208 0.7378 -1.3162 -0.9608 0.4442 1.4632 0.0125
C -0.5084 -0.7332 -0.8949 -1.5251 -1.5812 -3.3085 -0.0048
N 0.1115 -1.3699 0.2458 2.7135 -1.2155 0.6525 0.2664
C 1.4377 -1.5589 0.2832 -1.5686 1.7134 -1.1464 -0.1052
N 2.0738 -1.9149 1.4068 -1.0232 -1.3567 -0.7021 0.8240
H -1.1719 0.4860 1.4492 0.2829 -0.0204 0.1174 -0.0004
H -2.0000 1.7227 0.5819 -0.0260 0.2710 0.1788 0.0001
H -0.8099 2.1812 1.8293 -0.1653 0.0512 0.2667 0.0000
H 0.2951 2.6190 -0.3487 -0.5977 -0.8169 0.4950 0.0013
H 0.9943 1.2221 0.3874 0.1301 0.0018 0.2220 -0.0009
H -1.0700 1.2259 -1.8861 0.5666 -1.1117 0.7756 0.0002
H 0.5859 0.7006 -2.0294 0.6175 0.3837 0.0864 -0.0006
H -0.2257 -1.4080 -1.7560 0.4092 0.7153 0.5498 0.0242
H -1.5596 -1.0254 -0.9607 -0.1675 0.5973 1.0583 0.0011
H -0.3467 -1.9438 0.9538 -0.8943 0.9119 -0.0237 -0.0096
H 1.9199 -1.2679 -0.6575 0.5484 0.1841 0.5654 0.0071
H 1.4847 -2.7329 1.6970 0.8482 0.3598 0.9827 -0.0196